{
  "formula": "C14H29IMnN5O6",
  "method": "ωB97M-V/def2-TZVPD",
  "elements": ["Mn", "C", "N", "C", "C", "O", "C", "O", "C", "C", "O", "N", "C", "C", "H", "H", "H", "H", "H", "H", "H", "H", "H", "H", "H", "H", "H", "H", "H", "H", "I", "C", "C", "N", "C", "C", "N", "C", "C", "H", "H", "H", "H", "H", "H", "H", "H", "H", "H", "H", "H", "H", "O", "N", "O", "O"],
  "positions_angstrom": [[0.703, 0.113, -1.488], [4.296, -1.836, 1.088], [3.340, -2.716, 0.447], [3.792, -4.075, 0.256], [2.199, -2.227, -0.039], [1.821, -1.075, 0.176], [1.356, -3.155, -0.924], [0.288, -2.434, -1.507], [-1.022, -2.741, -1.078], [-1.552, -1.699, -0.091], [-0.950, -0.633, 0.075], [-2.702, -1.953, 0.543], [-3.240, -0.984, 1.476], [-3.486, -3.151, 0.353], [4.412, -2.098, 2.141], [3.944, -0.810, 1.009], [5.259, -1.921, 0.585], [4.388, -4.367, 1.122], [4.415, -4.162, -0.639], [2.955, -4.764, 0.174], [0.980, -4.014, -0.355], [1.985, -3.515, -1.751], [-1.073, -3.751, -0.661], [-1.645, -2.696, -1.983], [-2.465, -0.260, 1.718], [-3.548, -1.489, 2.390], [-4.101, -0.468, 1.044], [-3.498, -3.449, -0.692], [-4.509, -2.945, 0.656], [-3.103, -3.973, 0.963], [-0.865, 0.361, -3.465], [-0.700, 4.685, -0.326], [0.045, 3.490, -0.964], [-0.441, 2.248, -0.381], [-0.072, 2.200, 1.024], [-0.641, 3.435, 1.766], [-1.507, 4.174, 0.813], [-2.572, 3.270, 0.317], [-1.888, 2.175, -0.526], [-1.372, 5.164, -1.040], [0.000, 5.432, 0.050], [1.120, 3.545, -0.794], [-0.115, 3.458, -2.042], [1.018, 2.177, 1.096], [-0.454, 1.270, 1.446], [0.152, 4.103, 2.105], [-1.241, 3.147, 2.633], [-1.937, 4.969, 1.293], [-3.280, 3.842, -0.284], [-3.104, 2.854, 1.176], [-2.131, 2.279, -1.584], [-2.210, 1.183, -0.216], [4.424, 1.275, -1.831], [3.272, 0.953, -1.783], [2.847, -0.096, -2.306], [2.415, 1.659, -1.186]],
  "atomic_forces_ev_per_a": [[1.078, -0.141, 1.214], [0.039, 0.363, 0.118], [-0.076, 0.137, 0.054], [0.019, -0.287, -0.204], [-0.081, -0.250, -0.016], [-0.122, 0.378, -0.234], [0.086, 0.129, -0.166], [0.000, 0.069, 0.184], [0.011, 0.108, -0.251], [0.129, 0.181, -0.141], [0.220, -0.049, -0.196], [0.061, 0.179, 0.043], [0.111, 0.216, 0.119], [0.034, -0.403, -0.083], [0.025, -0.009, -0.025], [0.053, -0.051, 0.026], [0.003, -0.012, 0.026], [-0.064, -0.017, -0.058], [0.007, -0.026, 0.044], [0.032, -0.043, 0.014], [0.133, 0.087, -0.061], [-0.132, -0.028, 0.228], [-0.028, 0.080, -0.027], [-0.015, -0.042, 0.239], [-0.091, -0.034, 0.019], [-0.049, -0.019, 0.025], [-0.010, -0.016, 0.027], [-0.045, -0.070, -0.046], [-0.018, -0.031, -0.049], [-0.077, -0.048, -0.023], [-0.688, 0.091, -0.900], [0.507, 0.322, -0.692], [0.243, 0.018, -0.167], [0.136, -0.360, -0.111], [0.111, -0.145, 0.192], [0.538, -0.379, 0.585], [-0.315, 0.557, 0.350], [-0.573, -0.497, -0.324], [-0.182, -0.193, -0.135], [-0.070, -0.022, 0.196], [-0.141, -0.009, 0.090], [-0.066, 0.060, -0.016], [-0.033, 0.024, 0.034], [-0.073, 0.022, 0.014], [-0.001, 0.076, 0.006], [-0.127, 0.078, -0.092], [-0.037, 0.134, -0.135], [0.105, -0.172, -0.070], [0.088, 0.134, 0.127], [0.128, 0.165, 0.014], [0.032, 0.002, 0.079], [-0.049, 0.111, -0.016], [0.722, 0.211, -0.019], [0.381, 0.083, 0.018], [-0.671, -1.055, -0.422], [-1.201, 0.394, 0.598]],
  "homo_lumo_gap_ev": [7.8, 7.9],
  "lumo_energy_ha": [-0.1017, -0.1019],
  "charge": 1,
  "total_energy_ha": -2724.5445,
  "relative_energy_kj_mol": 41.5,
  "homo_ev": [-10.54, -10.72],
  "spin_multiplicity": 6
}